[1]
Density functional theory data (ωB97M-V/def2-TZVPD) for 2 unconnected molecules or ions with the total composition C4H10N2O2.

Its maximum force is 0.0781 hartree/bohr. For the HOMO energy, the calculation gives -9.827 eV. Its LUMO energy is 0.0228 hartree. The SMILES is CC(N)=O.CC(N)=O. The value obtained for the total energy is -418.4040 hartree. The calculation puts the gap between HOMO and LUMO at 10.45 eV.

Last column: Löwdin charge in e.
CARTESIAN COORDINATES (ANGSTROEM)
C -1.172 -0.805 -0.702  -0.020
C -2.217 0.240 -0.635  -0.575
O -2.859 0.539 -1.672  -0.005
N -2.553 0.798 0.544  0.185
H -3.275 1.426 0.694  0.090
H -2.025 0.554 1.322  0.078
H -1.682 -1.819 -0.830  0.126
H -0.623 -1.062 0.152  0.044
H -0.582 -0.565 -1.585  0.089
C 2.418 -0.701 -0.389  0.000
C 1.899 -0.072 0.876  -0.579
O 1.851 -0.480 2.011  0.040
N 1.301 1.181 0.773  0.146
H 1.971 -1.590 -0.674  0.048
H 3.544 -0.708 -0.316  0.117
H 1.206 1.689 1.620  0.095
H 0.806 1.437 0.005  0.040
H 1.994 -0.064 -1.194  0.082

---

[2]
Density functional theory data (ωB97M-V/def2-TZVPD) for a single C4H10N2O2 molecule.

Its maximum force is 0.1003 hartree/bohr. For the HOMO energy, the calculation gives -8.715 eV. Its LUMO energy is 0.0242 hartree. The SMILES is NCCNCC(=O)O. The value obtained for the total energy is -418.3257 hartree. The calculation puts the gap between HOMO and LUMO at 9.37 eV.

Last column: Löwdin charge in e.
CARTESIAN COORDINATES (ANGSTROEM)
N -2.134 0.719 -1.937  0.014
C -1.051 0.959 -0.858  -0.246
C -0.937 -0.334 -0.254  -0.258
N -0.274 -0.464 1.088  -0.094
C 0.892 -1.294 1.176  -0.157
C 2.190 -0.561 0.579  -0.482
O 2.707 0.231 1.510  0.048
O 2.504 -0.254 -0.543  0.073
H -1.789 0.841 -2.874  0.054
H -2.963 1.208 -1.694  0.043
H -1.290 1.742 -0.107  0.115
H -0.180 1.532 -1.197  0.110
H -1.848 -0.776 0.088  0.102
H -0.556 -1.218 -0.836  0.136
H -0.013 0.378 1.587  0.105
H 0.495 -2.245 0.666  0.138
H 0.974 -1.506 2.297  0.134
H 3.273 1.041 1.309  0.165

---

[3]
Density functional theory data (ωB97M-V/def2-TZVPD) for 2 unconnected molecules or ions with the total composition C4H10N2O2.

Its maximum force is 0.0104 hartree/bohr. For the HOMO energy, the calculation gives -7.948 eV. Its LUMO energy is 0.0206 hartree. The value obtained for the total energy is -418.2905 hartree. The calculation puts the gap between HOMO and LUMO at 8.51 eV.

Last column: Löwdin charge in e.
CARTESIAN COORDINATES (ANGSTROEM)
C 0.999 0.429 1.500  -0.075
C 0.714 0.039 -0.839  -0.516
N 0.916 0.362 -2.210  0.089
C 1.332 0.808 0.187  -0.108
O 0.655 -1.369 -0.666  -0.019
H 1.441 -1.730 -1.099  0.110
H 1.085 1.348 -2.360  0.086
H 0.137 0.059 -2.782  0.091
H 1.505 1.857 -0.030  0.114
H -0.303 0.380 1.322  0.100
H 1.236 1.114 2.308  0.085
H 1.114 -0.621 1.766  0.089
N -2.016 -1.113 0.746  0.127
C -1.622 0.186 0.634  -0.506
O -2.359 1.148 0.653  0.015
H -3.004 -1.328 0.736  0.104
H -1.355 -1.835 0.508  0.081
H -0.477 0.266 -0.374  0.133

---

[4]
Density functional theory data (ωB97M-V/def2-TZVPD) for a molecular structure, C4H10N2O2.

Its maximum force is 0.1074 hartree/bohr. For the HOMO energy, the calculation gives -9.622 eV. Its LUMO energy is 0.0264 hartree. The value obtained for the total energy is -418.3453 hartree. The calculation puts the gap between HOMO and LUMO at 10.34 eV.

Last column: Löwdin charge in e.
CARTESIAN COORDINATES (ANGSTROEM)
C -1.938 -0.047 -0.174  -0.650
C -3.350 -0.028 0.106  -0.061
C 1.855 0.169 -0.101  -0.485
C 3.412 -0.043 -0.053  -0.019
H -0.177 1.023 -0.311  -0.001
H -1.745 1.948 0.538  0.241
H -4.017 -0.461 -0.746  0.124
H -3.814 1.015 0.370  0.096
H -3.239 -0.532 1.152  0.125
H 0.239 -0.896 -0.051  -0.031
H 1.570 -1.972 0.056  0.130
H 3.474 -1.169 -0.267  0.077
H 3.799 0.232 1.001  0.098
H 4.116 0.566 -0.767  0.105
N -1.255 1.132 -0.364  0.107
N 1.179 -1.021 0.006  0.174
O -1.329 -1.147 -0.307  -0.036
O 1.220 1.234 -0.087  0.005

---

[5]
Density functional theory data (ωB97M-V/def2-TZVPD) for 2 unconnected molecules or ions with the total composition C4H10N2O2.

Its maximum force is 0.1455 hartree/bohr. For the HOMO energy, the calculation gives -9.140 eV. Its LUMO energy is -0.0338 hartree. The value obtained for the total energy is -418.0875 hartree. The calculation puts the gap between HOMO and LUMO at 8.22 eV.

Last column: Löwdin charge in e.
CARTESIAN COORDINATES (ANGSTROEM)
C 0.184 -0.235 1.542  0.007
C 0.005 0.433 0.135  -0.642
C 0.555 -0.612 -0.784  -0.210
C -1.278 1.003 -0.243  -0.122
H 1.063 -0.822 1.411  0.037
H 0.288 0.626 2.259  0.102
H -0.845 -0.808 1.740  0.125
H 1.724 1.250 0.217  0.089
H 0.729 1.781 -1.014  0.059
H 0.761 -0.178 -1.953  0.143
H -0.202 -1.611 -1.136  0.178
H 2.773 -1.043 -1.396  0.329
H -1.545 1.959 -0.524  0.110
H -2.802 -1.495 0.165  0.154
N 0.795 1.616 -0.039  0.061
N -2.193 0.188 -0.207  -0.035
O 1.914 -0.962 -0.073  -0.287
O -1.926 -1.090 -0.101  -0.099

---

[6]
Density functional theory data (ωB97M-V/def2-TZVPD) for 2 unconnected molecules or ions with the total composition C4H10N2O2.

Its maximum force is 0.0273 hartree/bohr. For the HOMO energy, the calculation gives -9.723 eV. Its LUMO energy is 0.0187 hartree. The SMILES is CC(N)=O.CC(N)=O. The value obtained for the total energy is -418.4373 hartree. The calculation puts the gap between HOMO and LUMO at 10.23 eV.

Last column: Löwdin charge in e.
CARTESIAN COORDINATES (ANGSTROEM)
C -0.516 1.181 1.933  -0.024
C 0.946 1.112 2.265  -0.582
O 1.374 1.359 3.365  0.060
N 1.775 0.782 1.194  0.141
H 2.422 0.022 1.350  0.102
H 1.312 0.744 0.293  0.051
H -1.150 1.272 2.816  0.082
H -0.921 0.303 1.407  0.066
H -0.748 2.006 1.259  0.084
C -1.366 -0.351 -1.473  -0.015
C 0.070 -0.681 -1.792  -0.590
O 0.984 0.115 -1.888  0.032
N 0.258 -1.998 -2.118  0.147
H -1.547 0.647 -1.101  0.075
H -1.813 -1.093 -0.821  0.077
H 1.205 -2.269 -2.323  0.108
H -0.425 -2.706 -1.928  0.096
H -1.859 -0.444 -2.439  0.089

---

[7]
Density functional theory data (ωB97M-V/def2-TZVPD) for a molecular structure, C4H10N2O3.

Its maximum force is 0.0317 hartree/bohr. For the HOMO energy, the calculation gives -8.159 eV. Its LUMO energy is 0.0221 hartree. The value obtained for the total energy is -493.4580 hartree. The calculation puts the gap between HOMO and LUMO at 8.76 eV.

Last column: Löwdin charge in e.
CARTESIAN COORDINATES (ANGSTROEM)
C -1.143 -0.381 1.295  -0.124
C -0.380 -0.631 -1.684  -0.024
C 0.917 -0.149 -1.833  -0.143
N 0.899 0.963 1.088  -0.201
N -0.670 -1.406 0.353  0.002
C -0.449 0.966 1.175  -0.448
O 1.496 2.217 0.851  0.046
O 1.660 -0.061 0.691  -0.087
O -1.071 2.029 1.265  0.025
H 0.726 2.818 0.919  0.094
H 0.280 -1.679 0.594  0.093
H -1.280 -2.219 0.369  0.107
H -2.199 -0.189 1.109  0.126
H -1.038 -0.717 2.334  0.130
H -0.647 -1.616 -2.040  0.075
H -1.206 0.060 -1.575  0.086
H 1.027 0.913 -2.035  0.082
H 1.452 -0.140 -0.514  0.087
H 1.626 -0.779 -2.361  0.074

---

[8]
Density functional theory data (ωB97M-V/def2-TZVPD) for a gas-phase ion, C4H10N2OP (charge -1).

The total charge is -1. Its maximum force is 0.0816 hartree/bohr. For the HOMO energy (alpha / beta), the calculation gives 1.239 / -4.936 eV. Its LUMO energy (alpha / beta) is 0.1451 / 0.0646 hartree. Its multiplicity is 3. The value obtained for the total energy is -684.3572 hartree. The calculation puts the gap between HOMO and LUMO (alpha / beta) at 2.71 / 6.69 eV.

Last column: Löwdin spin population.
CARTESIAN COORDINATES (ANGSTROEM)
C -0.980 -1.501 0.922  0.195
C -1.335 -0.042 0.836  0.139
C 0.376 -1.603 0.192  0.079
C 2.388 2.004 -0.417  0.166
N -0.058 0.629 1.131  0.068
N 0.800 -0.135 0.269  0.204
O 2.735 -0.796 -0.589  0.238
P 2.443 0.241 0.420  0.475
H -0.905 -1.722 1.951  0.102
H -1.756 -2.088 0.611  0.036
H -1.443 0.164 -0.295  0.004
H -2.216 0.390 1.452  0.072
H 1.105 -2.374 0.656  0.044
H 0.416 -1.968 -0.822  0.013
H 1.620 2.143 -1.230  0.009
H 3.302 1.923 -0.933  0.005
H 2.412 2.717 0.463  0.010
H 0.095 0.445 2.147  0.141

---

[9]
Density functional theory data (ωB97M-V/def2-TZVPD) for a single C4H10N2OS molecule.

Its maximum force is 0.0469 hartree/bohr. For the HOMO energy, the calculation gives -9.289 eV. Its LUMO energy is 0.0242 hartree. The SMILES is [H]/N=C\N(C)SCCO. The value obtained for the total energy is -741.3027 hartree. The calculation puts the gap between HOMO and LUMO at 9.95 eV.

Last column: Löwdin charge in e.
CARTESIAN COORDINATES (ANGSTROEM)
C -0.576 -1.691 0.972  -0.131
C 0.723 1.746 0.045  -0.449
C 2.004 0.904 0.223  -0.341
C -1.774 -0.722 -0.972  -0.364
H -1.273 -1.787 1.761  0.066
H 0.423 -1.681 1.384  0.081
H -0.773 -2.542 0.314  0.085
H 0.550 1.935 -1.033  0.092
H 0.696 2.712 0.575  0.071
H 2.074 0.656 1.262  0.097
H 2.880 1.438 -0.068  0.108
H 1.169 -0.669 -0.594  0.076
H -1.868 -1.789 -1.201  0.114
H -2.273 1.099 -1.316  0.025
N -0.844 -0.578 0.075  -0.472
N -2.447 0.122 -1.609  0.084
O 2.029 -0.170 -0.651  -0.077
S -0.721 1.018 0.833  0.936

---

[10]
Density functional theory data (ωB97M-V/def2-TZVPD) for 2 unconnected molecules or ions with the total composition C4H10N2OS.

Its maximum force is 0.0211 hartree/bohr. For the HOMO energy, the calculation gives -8.251 eV. Its LUMO energy is -0.1052 hartree. The value obtained for the total energy is -741.2165 hartree. The calculation puts the gap between HOMO and LUMO at 5.39 eV.

Last column: Löwdin charge in e.
CARTESIAN COORDINATES (ANGSTROEM)
N 5.015 1.241 -0.201  -0.002
C -0.524 -0.314 0.016  -0.002
C 0.690 -0.443 -0.700  -0.766
S 2.181 -0.804 0.091  0.577
C -1.722 0.148 -0.667  -0.530
N -2.797 0.421 0.158  0.014
C -3.278 -0.612 1.104  -0.072
O -1.777 0.363 -1.858  0.085
H 4.142 0.884 0.185  -0.091
H 5.524 1.708 0.543  -0.001
H 5.559 0.451 -0.520  -0.002
H -0.542 -0.644 1.049  0.116
H 0.573 -1.081 -1.604  0.135
H 0.707 0.587 -1.159  0.165
H -3.533 0.740 -0.459  0.128
H -2.842 -1.583 0.869  0.084
H -4.351 -0.702 1.022  0.081
H -3.024 -0.360 2.131  0.080

---

[11]
Density functional theory data (ωB97M-V/def2-TZVPD) for 2 unconnected molecules or ions with the total composition C4H10N2OS.

Its maximum force is 0.1282 hartree/bohr. For the HOMO energy, the calculation gives -8.578 eV. Its LUMO energy is -0.1293 hartree. The value obtained for the total energy is -741.1838 hartree. The calculation puts the gap between HOMO and LUMO at 5.06 eV.

Last column: Löwdin charge in e.
CARTESIAN COORDINATES (ANGSTROEM)
C -0.650 1.571 1.253  -0.194
N 0.748 2.009 1.497  -0.086
C 0.137 -1.522 -0.534  0.010
C 1.313 -1.144 0.312  -0.662
S 1.224 -1.363 2.151  0.542
C -0.392 -0.603 -1.435  -0.522
N -1.544 -0.983 -2.142  0.144
O -0.077 0.599 -1.626  0.028
H -1.032 2.020 0.347  0.058
H -1.178 1.871 2.145  0.064
H -0.708 0.497 1.014  0.027
H 1.292 1.084 1.663  0.003
H -0.406 -2.368 -0.140  0.109
H 2.161 -1.736 -0.050  0.095
H 1.509 -0.073 -0.043  0.097
H 1.299 2.434 0.725  0.065
H -1.926 -0.325 -2.827  0.117
H -1.771 -1.967 -2.309  0.105

---

[12]
Density functional theory data (ωB97M-V/def2-TZVPD) for a molecular structure, C4H10N2OS.

Its maximum force is 0.0944 hartree/bohr. For the HOMO energy, the calculation gives -9.074 eV. Its LUMO energy is -0.0207 hartree. The value obtained for the total energy is -741.2836 hartree. The calculation puts the gap between HOMO and LUMO at 8.51 eV.

Last column: Löwdin charge in e.
CARTESIAN COORDINATES (ANGSTROEM)
O -1.392 1.391 1.291  0.032
C -0.886 0.400 0.783  -0.498
N 0.409 0.091 1.035  0.046
C 1.303 -0.848 0.315  -0.256
C 2.212 -0.124 -0.638  -0.698
S 3.192 1.215 0.030  0.626
C -1.789 -0.544 -0.018  -0.192
N -2.676 0.340 -0.743  -0.003
H 0.867 0.788 1.610  0.110
H 1.814 -1.390 1.112  0.116
H 0.680 -1.568 -0.227  0.107
H 2.879 -0.818 -1.165  0.064
H 1.641 0.219 -1.539  0.078
H 1.640 2.102 -0.378  0.121
H -1.224 -1.129 -0.761  0.105
H -2.245 -1.129 0.774  0.117
H -3.024 1.114 -0.205  0.062
H -3.399 -0.110 -1.276  0.064

---

[13]
Density functional theory data (ωB97M-V/def2-TZVPD) for a single C4H10N2OS molecule.

Its maximum force is 0.1396 hartree/bohr. For the HOMO energy, the calculation gives -8.689 eV. Its LUMO energy is 0.0136 hartree. The SMILES is C[C@@H](CO)N(N)C=S. The value obtained for the total energy is -741.2056 hartree. The calculation puts the gap between HOMO and LUMO at 9.06 eV.

Last column: Löwdin charge in e.
CARTESIAN COORDINATES (ANGSTROEM)
C -0.633 -1.385 -0.374  -0.071
C 0.150 -0.093 -0.668  -0.419
C -0.739 1.150 -1.197  -0.207
C 2.019 -0.189 0.675  -0.605
H -1.842 -1.092 -0.066  0.146
H -0.054 -2.042 0.399  0.100
H -0.879 -2.196 -1.307  0.129
H 0.893 -0.358 -1.501  0.160
H -1.175 0.811 -2.215  0.136
H -0.189 2.061 -1.480  0.112
H -1.486 0.955 0.466  0.027
H 0.133 1.574 1.584  0.190
H -0.098 -0.231 2.212  0.143
H 2.368 -0.629 -0.284  0.091
N 0.770 0.170 0.473  -0.354
N -0.141 0.517 1.435  0.059
O -1.876 1.290 -0.385  -0.120
S 2.777 -0.312 2.232  0.482

---

[14]
Density functional theory data (ωB97M-V/def2-TZVPD) for a single C4H10N2OS molecule.

Its maximum force is 0.0246 hartree/bohr. For the HOMO energy, the calculation gives -8.768 eV. Its LUMO energy is 0.0277 hartree. The SMILES is CCN(S)/C(C)=N\O. The value obtained for the total energy is -741.2729 hartree. The calculation puts the gap between HOMO and LUMO at 9.52 eV.

Last column: Löwdin charge in e.
CARTESIAN COORDINATES (ANGSTROEM)
C -0.601 0.967 1.737  -0.083
C -0.911 -0.383 1.091  -0.296
C 0.617 -0.481 -0.842  -0.452
C 1.124 0.572 -1.798  -0.055
H -1.256 1.759 1.333  0.067
H 0.416 1.236 1.571  0.061
H -0.783 0.931 2.798  0.067
H -0.287 -1.192 1.545  0.111
H -1.959 -0.661 1.267  0.104
H -1.691 1.607 -1.122  -0.132
H 2.168 0.353 -1.993  0.075
H 0.591 0.501 -2.729  0.053
H 1.023 1.585 -1.393  0.080
H 1.709 -2.932 0.420  0.082
N -0.688 -0.404 -0.347  -0.477
N 1.476 -1.376 -0.522  0.040
O 0.954 -2.371 0.302  -0.068
S -1.900 0.286 -1.318  0.824